[1]
C30H31HgN3O3PS2Si | ωB97M-V/def2-TZVPD

Geometry as ORCA input:
```
! wB97M-V def2-TZVPD RIJCOSX def2/J DEFGRID3
* xyz -2 2
Hg -0.563 -2.097 0.963
C 2.568 -0.317 5.382
S 3.454 -0.667 3.819
C 2.072 -0.906 2.644
S 0.403 -1.094 3.222
N 2.547 -0.827 1.432
N 1.650 -1.049 0.449
C 2.088 -0.701 -0.788
C 1.241 -0.929 -1.892
C 1.642 -0.779 -3.263
C 0.776 -1.158 -4.265
C -0.520 -1.652 -3.952
C -0.832 -1.729 -2.600
N -0.011 -1.424 -1.636
H 3.328 -0.400 6.170
H 1.799 -1.027 5.572
H 2.237 0.694 5.403
H 3.093 -0.330 -0.938
H 2.648 -0.351 -3.481
H 1.082 -1.053 -5.298
H -1.259 -1.841 -4.711
H -1.823 -2.153 -2.250
O -4.252 -0.541 -0.098
C -3.315 0.031 0.454
O -2.293 -0.435 1.005
C -3.392 1.545 0.433
C -4.612 2.156 0.594
C -4.780 3.535 0.380
C -3.691 4.277 -0.037
C -2.421 3.673 -0.192
C -2.267 2.332 0.086
P -0.618 1.504 0.137
C 0.051 2.286 1.675
C 1.432 2.221 1.779
C 2.103 2.629 2.931
C 1.347 3.044 4.018
C -0.030 3.139 3.928
C -0.682 2.754 2.769
C 0.148 2.533 -1.209
C 1.006 3.597 -1.079
C 1.555 4.135 -2.236
C 1.214 3.649 -3.503
C 0.297 2.624 -3.612
C -0.232 2.045 -2.475
H -5.440 1.550 0.870
H -5.754 4.018 0.465
H -3.744 5.364 -0.200
H -1.573 4.267 -0.524
H 1.972 1.755 0.942
H 3.170 2.511 3.011
H 1.868 3.350 4.961
H -0.623 3.503 4.780
H -1.765 2.763 2.744
H 1.245 4.029 -0.113
H 2.233 4.999 -2.198
H 1.658 4.102 -4.404
H 0.063 2.273 -4.585
H -0.919 1.219 -2.581
C -0.039 -6.655 0.676
Si -0.101 -5.114 -0.384
C -0.545 -5.681 -2.104
C 1.577 -4.327 -0.547
O -1.173 -4.008 0.155
H 0.789 -7.324 0.454
H -0.996 -7.205 0.538
H -0.019 -6.377 1.732
H 0.177 -6.411 -2.468
H -0.438 -4.876 -2.819
H -1.517 -6.169 -2.266
H 2.327 -5.074 -0.826
H 1.854 -3.773 0.377
H 1.524 -3.655 -1.416
*
```

Properties
- LUMO level (spin up / spin down): 4.40 / 4.39 eV
- DFT total energy: -85240.111 eV
- Expectation value of S²: 0.781
- HOMO level (spin up / spin down): 0.16 / -1.84 eV
- Largest force on an atom: 1.841 eV/A
- Energy above the lowest of the compared OMol25 structures with the same formula, charge and spin: 0.0 kcal per mole

[2]
C30H31IN3O6PS2Ti | ωB97M-V/def2-TZVPD

Geometry as ORCA input:
```
! wB97M-V def2-TZVPD RIJCOSX def2/J DEFGRID3
* xyz -2 3
Ti -0.380 0.142 -0.024
C 1.772 2.805 -0.927
C 0.502 2.556 -0.176
N 0.596 1.835 0.942
N -0.069 2.356 2.055
C -0.673 1.508 2.798
S -0.983 -0.146 2.424
S -1.315 2.188 4.343
C -2.651 3.224 3.643
C -3.977 2.519 3.613
C -4.251 1.584 2.615
C -5.471 0.927 2.590
C -6.431 1.184 3.562
C -6.158 2.096 4.570
C -4.936 2.758 4.591
C -0.719 3.309 -0.467
C -0.733 4.622 -0.929
C -1.927 5.305 -1.105
C -3.129 4.658 -0.826
C -3.149 3.337 -0.411
C -1.945 2.633 -0.250
O -1.937 1.368 0.089
H 2.448 1.958 -0.830
H 1.604 3.009 -1.986
H 2.260 3.677 -0.474
H -2.710 4.129 4.250
H -2.319 3.498 2.642
H -3.495 1.353 1.873
H -5.666 0.203 1.809
H -7.386 0.670 3.535
H -6.892 2.290 5.344
H -4.721 3.468 5.383
H 0.210 5.122 -1.118
H -1.923 6.335 -1.440
H -4.067 5.189 -0.945
H -4.081 2.818 -0.233
O 2.801 0.016 -2.508
C 1.657 -0.022 -2.057
O 1.409 -0.205 -0.773
C 0.447 0.109 -2.871
C 0.529 0.111 -4.262
C -0.609 0.069 -5.021
C -1.879 0.002 -4.355
C -3.079 -0.120 -5.062
C -4.305 -0.181 -4.418
C -4.334 -0.093 -3.030
C -3.166 0.033 -2.299
C -1.903 0.061 -2.927
N -0.750 0.137 -2.192
H 1.520 0.123 -4.697
H -0.574 0.051 -6.104
H -3.028 -0.173 -6.146
H -5.222 -0.293 -4.985
H -5.282 -0.124 -2.504
H -3.204 0.121 -1.224
I -0.204 -3.294 -1.261
C -1.339 -1.870 -0.061
H -1.401 -2.400 0.889
H -2.322 -1.896 -0.533
C 3.591 -2.389 -0.145
O 3.275 -2.697 1.218
P 1.905 -2.076 1.866
O 2.558 -1.190 3.084
C 2.973 0.120 2.702
O 1.564 -3.390 2.777
C 0.206 -3.604 3.139
H 4.553 -2.859 -0.350
H 3.660 -1.317 -0.321
H 2.838 -2.789 -0.824
H 2.639 0.824 3.465
H 2.534 0.429 1.749
H 4.063 0.150 2.627
H -0.341 -4.071 2.315
H -0.294 -2.676 3.421
H 0.205 -4.281 3.994
*
```

Properties
- LUMO level (spin up / spin down): 4.26 / 4.26 eV
- DFT total energy: -110548.726 eV
- Expectation value of S²: 2.035
- HOMO level (spin up / spin down): 0.06 / -2.27 eV
- Largest force on an atom: 0.589 eV/A
- Energy above the lowest of the compared OMol25 structures with the same formula, charge and spin: 27.6 kcal per mole

[3]
C30H31N9OPtS | ωB97M-V/def2-TZVPD

Geometry as ORCA input:
```
! wB97M-V def2-TZVPD RIJCOSX def2/J DEFGRID3
* xyz 4 5
Pt 0.481 0.056 -0.018
C 0.849 3.121 -0.892
N 0.497 2.405 0.358
C -0.782 2.813 0.948
C -1.912 2.091 0.292
N -1.772 0.874 -0.282
C -2.978 0.561 -0.782
C -3.394 -0.586 -1.530
C -4.692 -0.636 -1.933
C -5.597 0.417 -1.618
C -5.209 1.569 -0.882
C -3.908 1.609 -0.490
N -3.155 2.556 0.202
C 1.237 2.165 -1.981
N 1.070 0.860 -1.905
C 1.512 0.327 -3.115
C 1.552 -0.987 -3.578
C 2.049 -1.192 -4.849
C 2.495 -0.125 -5.647
C 2.453 1.180 -5.202
C 1.951 1.378 -3.920
N 1.761 2.530 -3.161
H 1.653 3.837 -0.711
H -0.011 3.706 -1.230
H 1.222 2.542 1.053
H -0.947 3.893 0.886
H -0.783 2.550 2.010
H -2.682 -1.360 -1.779
H -5.059 -1.472 -2.513
H -6.623 0.343 -1.959
H -5.923 2.354 -0.669
H -3.488 3.448 0.549
H 1.182 -1.808 -2.976
H 2.089 -2.194 -5.254
H 2.873 -0.333 -6.638
H 2.790 2.000 -5.822
H 1.973 3.472 -3.455
N 1.947 -4.154 -0.279
C 0.684 -4.544 -0.488
C -0.095 -3.370 -0.463
N 0.686 -2.319 -0.254
C 1.949 -2.790 -0.125
C 3.011 -1.927 0.161
N 2.792 -0.605 0.360
C 3.968 -0.063 0.642
C 4.970 -1.058 0.619
N 4.346 -2.202 0.320
H 2.739 -4.783 -0.238
H 0.405 -5.576 -0.636
H -1.166 -3.303 -0.567
H 4.108 0.984 0.857
H 6.034 -0.995 0.794
H 4.814 -3.095 0.224
C -1.836 -6.900 2.228
C -1.646 -5.414 2.278
C -0.456 -4.853 2.765
C -0.304 -3.483 2.884
C -1.349 -2.649 2.502
C -2.534 -3.177 2.001
C -2.673 -4.553 1.890
S -1.226 -0.894 2.679
C -0.972 -0.747 4.439
O 0.145 -0.501 2.088
H -0.891 -7.435 2.303
H -2.349 -7.208 1.317
H -2.460 -7.219 3.066
H 0.337 -5.512 3.099
H 0.610 -3.064 3.291
H -3.354 -2.522 1.728
H -3.605 -4.969 1.526
H -0.082 -1.307 4.721
H -1.854 -1.150 4.936
H -0.858 0.309 4.676
*
```

Properties
- LUMO level (spin up / spin down): -11.00 / -14.16 eV
- DFT total energy: -61114.765 eV
- Expectation value of S²: 6.063
- HOMO level (spin up / spin down): -18.16 / -18.15 eV
- Largest force on an atom: 0.194 eV/A
- Energy above the lowest of the compared OMol25 structures with the same formula, charge and spin: 24.2 kcal per mole

[4]
C30H32AsF9N3OPPtSTe | ωB97M-V/def2-TZVPD

Geometry as ORCA input:
```
! wB97M-V def2-TZVPD RIJCOSX def2/J DEFGRID3
* xyz 0 1
Pt 1.624 -0.539 -0.419
C 5.318 -1.133 -0.154
As 3.911 0.009 -0.864
C 4.282 -0.107 -2.776
C 4.807 1.692 -0.445
H 6.259 -0.858 -0.632
H 5.127 -2.191 -0.322
H 5.405 -0.956 0.919
H 5.223 0.401 -2.997
H 3.473 0.375 -3.329
H 4.349 -1.148 -3.099
H 5.888 1.543 -0.499
H 4.552 2.030 0.560
H 4.519 2.455 -1.166
C 2.324 4.566 -0.486
S 1.540 2.955 -0.062
C -0.185 3.523 -0.374
O 1.889 2.088 -1.203
H 2.117 4.770 -1.531
H 3.396 4.477 -0.336
H 1.927 5.342 0.159
H -0.463 4.226 0.405
H -0.831 2.651 -0.317
H -0.269 3.983 -1.354
F -2.806 2.126 5.269
C -3.599 1.542 4.361
F -4.489 2.484 3.981
F -4.310 0.606 5.012
C -2.853 0.980 3.189
C -3.538 0.146 2.310
C -2.883 -0.383 1.219
C -1.552 -0.044 0.973
C -0.885 0.803 1.853
C -1.515 1.299 2.975
P -0.625 -0.582 -0.501
C -1.424 0.346 -1.852
C -2.804 0.564 -1.889
C -3.355 1.420 -2.818
C -2.528 2.072 -3.726
C -1.151 1.843 -3.719
C -0.605 0.992 -2.780
C -3.121 3.008 -4.733
F -3.358 2.403 -5.915
F -4.294 3.528 -4.339
F -2.317 4.053 -5.003
C -1.334 -2.256 -0.728
C -1.592 -2.759 -1.999
C -2.030 -4.061 -2.157
C -2.212 -4.865 -1.038
C -1.943 -4.377 0.235
C -1.489 -3.082 0.384
C -2.744 -6.260 -1.207
F -4.094 -6.274 -1.280
F -2.309 -6.853 -2.327
F -2.420 -7.075 -0.192
H -4.573 -0.098 2.493
H -3.391 -1.087 0.577
H 0.150 1.048 1.647
H -0.980 1.912 3.684
H -3.451 0.065 -1.187
H -4.423 1.578 -2.846
H -0.524 2.358 -4.432
H 0.467 0.830 -2.734
H -1.456 -2.127 -2.867
H -2.227 -4.460 -3.140
H -2.085 -5.014 1.095
H -1.268 -2.693 1.370
N 0.957 -2.640 4.595
C 1.490 -1.540 4.022
C 1.832 -1.515 2.656
N 2.312 -0.427 2.080
C 2.459 0.656 2.855
C 2.138 0.620 4.198
N 1.655 -0.462 4.791
H 0.909 -3.496 4.075
H 0.872 -2.662 5.595
H 1.739 -2.402 2.041
H 2.850 1.551 2.390
H 2.271 1.483 4.835
Te 2.271 -2.974 -1.031
*
```

Properties
- LUMO level: -0.72 eV
- DFT total energy: -154108.625 eV
- HOMO level: -5.92 eV
- Largest force on an atom: 2.121 eV/A
- Energy above the lowest of the compared OMol25 structures with the same formula, charge and spin: 26.3 kcal per mole

[5]
C30H32BrF4N5P2Rb | ωB97M-V/def2-TZVPD

Geometry as ORCA input:
```
! wB97M-V def2-TZVPD RIJCOSX def2/J DEFGRID3
* xyz 1 1
Rb 0.071 -0.023 -0.563
C -0.501 4.097 3.207
N 0.411 4.430 2.126
C 0.339 5.812 1.658
C 0.746 3.407 1.261
N 0.289 2.211 1.301
N 1.702 3.809 0.322
C 2.286 3.101 -0.728
N 3.382 3.762 -1.221
N 1.846 1.980 -1.164
H -0.497 4.912 3.926
H -0.164 3.204 3.729
H -1.530 3.941 2.861
H 0.089 6.439 2.509
H -0.420 5.956 0.884
H 1.290 6.185 1.282
H -0.425 2.140 2.017
H 2.161 4.670 0.553
H 3.621 4.693 -0.933
H 3.768 3.454 -2.096
H 2.445 1.671 -1.927
F 3.568 -6.479 2.642
C 2.984 -5.716 1.731
C 2.872 -6.158 0.429
F 3.355 -7.347 0.093
C 2.258 -5.354 -0.511
F 2.190 -5.839 -1.752
C 1.735 -4.107 -0.201
P 0.844 -3.091 -1.447
C -0.466 -4.229 -2.018
C -1.676 -4.124 -1.331
C -2.746 -4.952 -1.642
C -2.624 -5.880 -2.668
C -1.428 -5.981 -3.369
C -0.353 -5.165 -3.044
C 2.036 -2.956 -2.824
C 1.566 -2.737 -4.117
C 2.450 -2.482 -5.157
C 3.815 -2.435 -4.916
C 4.292 -2.641 -3.628
C 3.409 -2.896 -2.587
C 1.877 -3.683 1.124
Br 1.266 -2.001 1.744
C 2.488 -4.473 2.076
F 2.624 -4.078 3.340
H -1.788 -3.386 -0.543
H -3.673 -4.867 -1.089
H -3.458 -6.520 -2.924
H -1.327 -6.706 -4.168
H 0.578 -5.268 -3.587
H 0.502 -2.776 -4.324
H 2.068 -2.329 -6.159
H 4.504 -2.243 -5.728
H 5.357 -2.616 -3.434
H 3.802 -3.063 -1.591
C -4.633 -0.442 -1.580
P -3.205 -0.039 -0.504
C -3.571 1.720 -0.104
C -3.644 -0.873 1.066
C -4.887 -0.731 1.684
C -5.176 -1.399 2.865
C -4.223 -2.227 3.450
C -2.981 -2.377 2.853
C -2.701 -1.706 1.667
H -5.584 -0.168 -1.121
H -4.637 -1.511 -1.796
H -4.537 0.092 -2.527
H -4.579 1.854 0.292
H -3.471 2.323 -1.008
H -2.853 2.095 0.628
H -5.644 -0.092 1.242
H -6.146 -1.276 3.330
H -4.452 -2.750 4.370
H -2.231 -3.013 3.305
H -1.720 -1.827 1.219
*
```

Properties
- LUMO level: -2.07 eV
- DFT total energy: -139221.138 eV
- HOMO level: -10.79 eV
- Largest force on an atom: 0.487 eV/A
- Energy above the lowest of the compared OMol25 structures with the same formula, charge and spin: 13.0 kcal per mole

[6]
C30H32ClN5O4Pd | ωB97M-V/def2-TZVPD

Geometry as ORCA input:
```
! wB97M-V def2-TZVPD RIJCOSX def2/J DEFGRID3
* xyz -2 1
Pd -0.743 -1.739 -2.685
O -4.003 -2.986 -6.551
C -4.226 -1.649 -6.729
C -4.909 -1.194 -7.852
C -5.171 0.160 -8.021
C -4.752 1.059 -7.055
C -4.072 0.591 -5.935
C -3.786 -0.755 -5.747
C -2.979 -1.199 -4.544
O -1.954 -1.898 -4.764
N -3.452 -0.714 -3.420
N -2.790 -1.219 -2.290
C -2.600 -0.328 -1.375
C -2.274 -0.503 0.046
C -2.475 0.629 0.834
C -2.324 0.652 2.217
C -1.941 -0.538 2.843
C -1.686 -1.674 2.109
C -1.840 -1.746 0.673
O -1.610 -2.808 0.048
H -4.400 -3.455 -7.291
H -5.244 -1.912 -8.597
H -5.701 0.500 -8.904
H -4.952 2.118 -7.170
H -3.746 1.273 -5.160
H -2.889 0.699 -1.636
H -2.795 1.536 0.326
H -2.531 1.548 2.792
H -1.859 -0.574 3.928
H -1.387 -2.596 2.598
C 3.753 -1.310 0.513
C 3.066 -0.392 1.538
C 2.018 -1.230 2.277
C 4.135 0.036 2.558
C 2.452 0.868 0.829
O 3.426 1.410 -0.073
C 2.100 2.056 1.762
C 0.974 1.912 2.800
C 1.409 1.771 4.239
C 2.421 2.563 4.781
C 2.781 2.471 6.117
C 2.116 1.573 6.932
Cl 2.564 1.446 8.621
C 1.103 0.776 6.434
C 0.757 0.885 5.094
C 1.199 0.566 -0.022
N 1.411 -0.246 -1.179
C 0.942 -1.531 -1.419
N 1.394 -1.917 -2.643
C 1.917 -0.750 -3.143
N 1.971 0.257 -2.320
H 4.298 -2.089 1.054
H 4.455 -0.761 -0.114
H 3.038 -1.797 -0.145
H 2.525 -2.059 2.781
H 1.280 -1.661 1.600
H 1.482 -0.669 3.038
H 4.654 -0.853 2.924
H 3.706 0.546 3.421
H 4.899 0.688 2.121
H 4.224 1.583 0.438
H 1.837 2.856 1.068
H 3.028 2.383 2.240
H 0.297 1.100 2.533
H 0.343 2.805 2.754
H 2.943 3.271 4.150
H 3.570 3.089 6.525
H 0.592 0.076 7.082
H -0.031 0.261 4.693
H 0.774 1.526 -0.334
H 0.438 0.069 0.581
H 0.572 -2.183 -0.635
H 2.259 -0.667 -4.163
*
```

Properties
- LUMO level: 3.49 eV
- DFT total energy: -63271.387 eV
- HOMO level: -0.36 eV
- Largest force on an atom: 0.678 eV/A